No. 1
18
Properties=species:S:1:pos:R:3:forces:R:3 method="wB97M-V/def2-TZVPD" energy_ha=-2896.4721 de_lowest_kcal_mol=66.2 e_homo_ev="-8.3 / -8.0" multiplicity=1 gap_ev="8.79 / 8.70" total_charge=0
C 1.321 -0.345 0.285 0.7 -0.4 1.3
C 1.397 1.171 0.637 -1.0 -0.8 0.5
C 0.493 -0.419 -1.011 0.6 -0.1 1.0
C 0.154 1.705 -0.097 -3.7 -1.0 2.6
N -0.357 0.701 -0.986 -0.1 0.5 -0.6
N -1.634 -1.883 0.053 -1.1 2.8 0.9
N -1.885 -0.619 0.526 1.1 -0.5 0.4
Br -3.411 0.229 -0.013 -0.5 -0.4 -0.4
H 2.378 -0.654 0.386 -0.5 -0.6 -1.0
H 0.815 -0.937 1.132 0.4 1.1 -1.1
H 1.496 1.062 1.766 -0.5 1.5 -1.3
H 2.168 1.778 0.184 1.1 -0.7 0.2
H 1.159 -0.405 -1.864 -0.1 -0.2 -0.7
H -0.275 -1.192 -1.013 1.2 -0.8 -0.7
H -0.784 1.815 0.646 2.0 0.5 -1.4
H 0.176 2.529 -0.784 0.7 1.2 0.4
H -0.850 -2.197 0.601 -0.4 -1.2 -0.3
H -2.361 -2.339 -0.450 -0.1 -1.0 -0.1


No. 2
79
Properties=species:S:1:pos:R:3:forces:R:3 method="wB97M-V/def2-TZVPD" energy_ha=-4971.6488 e_homo_ev=-9.6 multiplicity=1 gap_ev=9.30 total_charge=0
O 0.536 2.736 -2.436 -1.3 0.1 -0.8
O -1.572 -0.762 -6.859 -0.3 -0.9 0.5
C -0.697 3.491 -2.473 -0.3 0.5 -0.1
C -0.310 4.953 -2.267 0.1 -0.2 0.3
H -1.351 3.114 -1.651 0.4 0.2 -0.5
H -1.288 3.451 -3.438 0.8 -0.6 1.2
H 0.142 5.062 -1.275 -0.2 0.2 -0.1
H -1.168 5.631 -2.373 0.3 -0.1 0.1
H 0.476 5.205 -2.988 -0.3 0.1 0.0
C 0.989 2.196 -3.681 0.2 0.0 -0.9
C 0.125 2.422 -4.958 -0.2 -0.2 -0.3
H 1.011 1.104 -3.524 0.5 0.4 -0.2
H 2.027 2.613 -3.871 -1.3 -0.6 0.2
H -0.763 1.723 -5.050 0.9 0.8 0.4
H 0.779 2.176 -5.828 -0.4 0.3 0.6
H -0.237 3.475 -5.069 0.5 -0.9 -0.1
C -0.858 -1.685 -6.045 0.2 0.2 0.0
C -2.956 -0.797 -6.503 0.0 0.7 -0.1
C 0.630 -1.565 -6.300 0.2 0.1 0.2
H -1.156 -2.729 -6.267 -0.2 0.4 0.1
H -1.098 -1.443 -4.987 0.2 -0.4 -0.3
H 0.858 -1.561 -7.373 -0.1 -0.1 0.2
H 1.122 -2.424 -5.835 0.1 0.1 -0.1
H 1.052 -0.657 -5.853 -0.1 -0.1 -0.1
C -3.644 0.083 -7.529 0.0 0.0 -0.2
H -3.059 -0.385 -5.468 -0.1 -0.4 -0.5
H -3.381 -1.825 -6.542 0.4 0.4 0.1
H -3.207 1.088 -7.529 -0.1 -0.2 0.1
H -4.722 0.157 -7.372 0.1 0.0 0.1
H -3.456 -0.346 -8.519 -0.2 0.1 0.1
H -1.809 -0.586 -1.291 1.0 0.8 -0.5
Zn 0.814 0.784 0.459 -1.2 -0.9 1.1
C -2.366 -0.194 -2.174 0.8 0.9 0.9
Si -3.796 -1.122 -1.386 -0.1 0.6 -1.9
H -2.324 0.930 -2.201 -0.2 -1.1 0.2
H -1.858 -0.592 -3.061 -0.4 -0.1 0.2
C -5.242 -0.690 -2.554 -1.0 -0.1 -0.2
C -3.987 -0.431 0.330 -0.5 0.1 0.7
C -2.914 -2.788 -1.397 -0.7 -1.0 0.1
C 2.044 2.205 0.158 0.3 -0.4 -0.1
Si 3.253 1.140 -0.857 0.7 0.7 -0.1
H 2.486 2.421 1.140 -0.1 0.0 -0.3
H 1.705 3.098 -0.364 -0.2 -0.3 0.1
C 3.950 2.326 -2.145 0.1 0.0 -0.1
C 2.732 -0.452 -1.749 -0.3 -0.1 0.1
C 4.570 0.648 0.390 0.2 -0.1 0.0
H -2.181 -2.848 -2.208 -0.2 0.2 0.0
H -3.533 -3.701 -1.489 0.1 0.5 0.2
H -2.349 -2.875 -0.461 -0.2 0.0 -0.2
H -5.332 0.422 -2.603 0.3 -0.7 0.2
H -6.267 -1.041 -2.296 0.7 0.0 -0.1
H -5.050 -1.009 -3.603 0.1 0.0 0.7
H -3.126 0.198 0.582 -0.2 0.0 -0.1
H -3.995 -1.220 1.086 0.0 -0.1 -0.1
H -4.904 0.151 0.513 0.3 -0.1 -0.3
H 3.568 -0.692 -2.440 -0.5 0.1 0.3
H 1.803 -0.359 -2.346 0.5 -0.1 0.2
H 2.623 -1.288 -1.033 0.1 0.4 -0.6
H 5.533 1.061 0.045 -0.2 -0.2 0.3
H 4.659 -0.445 0.488 0.1 0.4 0.0
H 4.339 1.069 1.381 0.2 -0.1 -0.4
H 5.001 2.534 -1.893 -0.3 0.1 -0.2
H 3.366 3.260 -2.109 0.3 -0.3 -0.1
H 3.903 1.909 -3.161 0.1 0.2 0.3
F 3.977 -0.509 3.180 -1.4 -0.1 0.4
C 2.659 -0.620 3.483 0.7 0.4 0.2
F 2.526 -1.062 4.746 0.2 0.5 -1.2
F 2.075 0.609 3.363 0.6 -1.1 0.2
S 1.798 -1.793 2.310 -1.5 0.1 0.2
O 1.732 -1.154 0.972 0.0 0.4 1.0
O 2.439 -3.060 2.360 0.2 0.4 0.1
N 0.390 -1.737 3.059 0.4 0.1 -0.9
S -0.961 -1.379 2.310 0.4 -1.3 -0.1
O -0.968 -0.030 1.698 0.5 -0.4 -0.1
O -1.490 -2.468 1.510 0.3 1.4 0.8
C -1.971 -1.274 3.888 -0.6 0.3 0.6
F -1.447 -0.320 4.685 -0.5 -0.7 -0.7
F -3.245 -0.936 3.572 1.1 -0.3 0.2
F -1.988 -2.443 4.560 0.1 1.1 -0.9


No. 3
69
Properties=species:S:1:pos:R:3:forces:R:3 method="wB97M-V/def2-TZVPD" energy_ha=-3516.3549 de_lowest_kcal_mol=6.9 e_homo_ev=-8.6 multiplicity=1 gap_ev=8.96 total_charge=0
Au -1.269 -1.018 1.306 -0.1 -0.2 -0.1
O 1.644 -1.137 -0.001 0.0 0.0 0.0
S 2.608 -0.051 0.345 0.0 0.0 0.0
C 2.042 1.487 -0.447 0.0 0.0 0.0
C 1.393 1.258 -1.807 0.0 0.0 0.0
C -0.100 0.945 -1.733 0.0 0.0 0.1
C -0.970 2.146 -1.354 0.0 0.0 0.0
S -1.586 2.159 0.384 0.0 0.0 -0.1
O -0.743 1.175 1.178 0.1 0.1 0.1
C -0.903 3.738 0.887 0.0 0.0 0.0
C 0.052 3.799 1.888 0.0 0.0 0.0
C 0.530 5.040 2.291 0.0 0.0 0.0
C 0.050 6.200 1.703 0.0 0.0 0.0
C -0.922 6.127 0.712 0.0 0.0 0.0
C -1.408 4.895 0.306 0.0 0.0 0.0
C 4.038 -0.318 -0.708 0.0 0.0 0.0
C 4.001 -1.356 -1.621 0.0 0.0 0.0
C 5.110 -1.588 -2.426 0.0 0.0 0.0
C 6.239 -0.791 -2.303 0.0 0.0 0.0
C 6.269 0.239 -1.371 0.0 0.0 0.0
C 5.168 0.476 -0.564 0.0 0.0 0.0
H 2.933 2.115 -0.499 0.0 0.0 0.0
H 1.349 1.930 0.270 0.0 0.0 0.0
H 1.899 0.433 -2.315 0.0 0.0 0.0
H 1.556 2.144 -2.425 0.0 0.0 0.0
H -0.269 0.116 -1.047 0.0 0.1 -0.1
H -0.438 0.596 -2.709 0.0 0.0 0.0
H -1.891 2.144 -1.930 0.0 0.0 -0.1
H -0.451 3.091 -1.516 0.0 0.0 0.0
H 0.401 2.882 2.343 0.0 0.0 0.0
H 1.278 5.098 3.072 0.0 0.0 0.0
H 0.424 7.164 2.022 0.0 0.0 0.0
H -1.308 7.033 0.262 0.0 0.0 0.0
H -2.179 4.834 -0.454 0.0 0.0 0.0
H 3.110 -1.967 -1.684 0.0 0.0 0.0
H 5.091 -2.395 -3.147 0.0 0.0 0.0
H 7.103 -0.977 -2.929 0.0 0.0 0.0
H 7.155 0.854 -1.268 0.0 0.0 0.0
H 5.192 1.268 0.176 0.0 0.0 0.0
F -3.599 -2.888 -0.225 0.0 0.0 0.0
C -4.335 -1.776 -0.052 0.0 0.0 0.0
F -4.323 -1.496 1.255 0.0 0.0 0.0
F -5.596 -2.081 -0.384 0.0 0.0 0.0
C -3.730 -0.589 -0.875 -0.1 -0.1 0.0
O -2.562 -0.182 -0.371 0.0 0.2 0.1
C -3.516 -1.067 -2.351 0.0 0.0 0.1
F -4.569 -1.700 -2.885 0.0 0.0 0.0
F -3.235 -0.021 -3.146 0.0 0.0 0.0
F -2.471 -1.898 -2.419 0.1 0.0 0.0
C -4.762 0.588 -0.865 0.0 0.0 0.0
F -5.098 0.909 0.390 0.0 0.0 0.0
F -4.233 1.691 -1.419 0.1 0.0 0.0
F -5.891 0.323 -1.538 0.0 0.0 0.0
C -1.795 -5.186 3.090 0.0 0.0 0.0
O -1.971 -3.852 2.590 -0.1 0.0 0.0
P -0.744 -3.010 2.049 0.2 0.0 0.0
O -0.030 -3.922 0.945 0.0 0.0 0.0
C -0.325 -3.758 -0.452 0.0 0.0 0.0
O 0.281 -3.190 3.258 0.0 0.0 0.1
C 1.465 -2.389 3.305 0.1 0.0 0.0
H -2.788 -5.616 3.170 0.0 0.0 0.0
H -1.320 -5.156 4.069 0.0 0.0 0.0
H -1.190 -5.776 2.403 0.0 0.0 0.0
H -1.298 -4.188 -0.688 0.0 0.0 0.0
H 0.457 -4.284 -0.990 0.0 0.0 0.0
H -0.310 -2.703 -0.727 0.0 0.0 0.0
H 1.667 -2.169 4.350 0.0 0.0 0.0
H 1.325 -1.457 2.753 0.0 0.0 0.0
H 2.297 -2.943 2.873 0.0 0.0 0.0


No. 4
41
Properties=species:S:1:pos:R:3:forces:R:3 method="wB97M-V/def2-TZVPD" energy_ha=-2391.1641 de_lowest_kcal_mol=0.0 e_homo_ev=-12.8 multiplicity=1 gap_ev=9.54 total_charge=+1
Sc -1.291 -0.711 -0.041 0.0 0.2 0.0
B 0.806 1.121 -0.958 0.0 0.0 0.0
N 1.396 -0.299 -1.193 0.0 0.0 0.0
C 2.483 -0.759 -1.810 0.0 0.0 0.0
C 2.449 -2.148 -1.803 0.0 0.0 0.0
C 1.264 -2.468 -1.155 0.0 0.0 0.0
N 0.635 -1.345 -0.781 0.0 0.0 0.0
N -0.376 1.362 -1.926 0.0 0.0 0.0
C -0.523 2.096 -3.029 0.0 0.0 0.0
C -1.813 1.925 -3.511 0.0 0.0 0.0
C -2.407 1.043 -2.621 0.0 0.0 0.0
N -1.535 0.707 -1.661 0.0 -0.1 0.0
H 1.642 1.970 -1.038 0.0 0.0 0.0
H 0.290 1.067 0.160 0.0 0.0 0.0
H 3.211 -0.077 -2.218 0.0 0.0 0.0
H 3.176 -2.823 -2.218 0.0 0.0 0.0
H 0.826 -3.431 -0.946 0.0 0.0 0.0
H 0.290 2.701 -3.396 0.0 0.0 0.0
H -2.254 2.382 -4.378 0.0 0.0 0.0
H -3.408 0.644 -2.618 0.0 0.0 0.0
C 1.781 2.076 3.832 0.0 0.0 0.0
N 0.598 1.524 3.171 0.0 0.0 0.0
C 0.457 0.314 2.652 0.0 0.0 0.0
S -1.154 -0.316 2.477 0.0 0.0 -0.1
N 1.499 -0.433 2.304 0.0 0.0 0.0
C 2.837 0.033 1.938 0.0 0.0 0.0
H 1.439 2.833 4.532 0.0 0.0 0.0
H 2.468 2.539 3.129 0.0 0.0 0.0
H 2.291 1.298 4.395 0.0 0.0 0.0
H -0.273 2.012 3.313 0.0 0.0 0.0
H 1.263 -1.378 2.046 0.0 0.0 0.0
H 3.499 0.114 2.797 0.0 0.0 0.0
H 2.767 0.990 1.425 0.0 0.0 0.0
H 3.254 -0.694 1.245 0.0 0.0 0.0
F -5.003 -1.198 -1.319 0.0 0.0 0.0
C -4.358 -1.541 -0.219 0.0 0.0 0.0
F -5.204 -1.706 0.767 0.0 0.0 0.0
F -3.571 -0.413 0.123 0.0 0.0 0.0
C -3.413 -2.759 -0.442 0.0 0.0 0.0
O -3.891 -3.822 -0.678 0.0 0.0 0.0
O -2.150 -2.427 -0.345 0.0 -0.1 0.0


No. 5
24
Properties=species:S:1:pos:R:3:forces:R:3 method="wB97M-V/def2-TZVPD" energy_ha=-1500.8303 de_lowest_kcal_mol=0.0 e_homo_ev=-9.8 multiplicity=1 smiles="N=[P@@](Cl)(OC1=NCCO1)N1CCOC1=O" gap_ev=10.49 total_charge=0
N 0.329 -1.272 -0.996 -0.1 -0.3 -0.4
P 0.178 0.225 -1.011 3.5 1.3 0.7
Cl -0.534 1.453 -2.385 -0.9 -0.1 -0.4
O -0.282 1.008 0.406 0.6 -1.1 -0.9
C -1.443 0.526 0.864 -0.8 0.0 -1.4
N -2.204 -0.269 0.200 0.8 1.2 1.1
C -3.441 -0.318 0.989 1.2 3.6 -1.1
C -3.269 0.854 2.042 -1.6 -0.7 1.5
O -1.832 1.117 1.993 -1.0 0.0 0.1
N 1.874 0.718 -1.157 -0.5 -3.4 -0.4
C 2.989 -0.317 -1.292 0.6 1.9 1.0
C 4.051 0.443 -0.415 0.2 -2.0 -0.3
O 3.697 1.783 -0.538 1.2 1.7 -0.3
C 2.395 1.896 -0.762 -1.4 0.8 -0.3
O 1.731 2.887 -0.660 0.4 1.0 0.4
H -0.327 -1.970 -1.250 -0.7 -0.2 0.0
H -3.485 -1.221 1.408 -0.3 -3.6 2.1
H -4.251 -0.255 0.304 -1.0 0.5 -0.3
H -3.880 1.811 1.831 1.2 -1.5 0.1
H -3.566 0.466 3.119 0.8 1.0 -2.1
H 3.488 -0.425 -2.301 -1.4 0.1 0.7
H 2.656 -1.235 -0.838 0.1 -0.4 -0.3
H 3.989 0.266 0.653 -0.1 -0.8 0.2
H 5.083 0.184 -0.751 -0.7 0.8 0.1


No. 6
18
Properties=species:S:1:pos:R:3:forces:R:3 method="wB97M-V/def2-TZVPD" energy_ha=-886.8128 de_lowest_kcal_mol=52.5 e_homo_ev=-12.6 multiplicity=1 smiles="O[C@]12N=CN3[C@H](NC=[NH+]1)[C@@]32S" gap_ev=8.97 total_charge=+1
O -1.621 -0.560 1.747 -1.0 -1.0 1.3
C -0.867 -0.100 0.748 0.6 0.4 -0.6
N -1.315 1.088 0.085 -2.6 -0.1 0.7
C -0.339 1.753 -0.236 2.9 2.0 -0.8
N 0.958 1.320 0.219 -0.4 0.3 1.2
C 1.290 0.142 -0.485 -2.7 0.0 0.3
N 0.609 -0.289 -1.804 -0.3 -0.2 3.4
C -0.342 -1.167 -1.502 -2.6 -1.0 -2.1
N -1.068 -1.099 -0.414 0.8 0.0 2.0
C 0.624 0.156 1.123 -0.9 0.7 -7.9
S 1.425 -0.378 2.447 0.7 -1.7 3.1
H -2.303 -0.008 2.187 0.8 0.1 -0.9
H -0.256 2.623 -0.885 -0.7 0.0 0.2
H 2.253 -0.083 -0.617 3.8 -0.7 0.0
H 1.133 -0.336 -2.678 -0.1 -0.2 0.5
H -0.730 -1.899 -2.293 0.8 1.1 1.2
H -1.908 -1.604 -0.109 0.5 -0.6 -1.2
H 2.459 0.440 2.467 0.3 0.6 -0.3


No. 7
10
Properties=species:S:1:pos:R:3:forces:R:3 method="wB97M-V/def2-TZVPD" energy_ha=-434.1043 de_lowest_kcal_mol=37.9 e_homo_ev=-4.8 multiplicity=1 smiles="N#C[C@]1(C(=O)[O-])CO1" gap_ev=8.74 total_charge=-1
N 0.923 2.570 -0.158 -0.7 -0.8 -0.2
C 0.375 1.547 -0.130 1.2 1.6 0.4
C -0.121 0.221 0.030 -1.7 -0.5 -1.2
C -0.078 -0.499 1.538 1.8 1.4 -1.8
O 0.347 -1.625 1.323 -0.4 -1.8 0.9
O -0.187 0.233 2.516 -0.7 -0.1 -0.1
C -0.130 -0.626 -1.232 -1.3 2.8 3.6
O -1.324 0.024 -0.819 0.2 -0.4 0.8
H 0.203 -0.257 -2.107 1.5 1.1 -2.9
H -0.009 -1.588 -0.960 0.1 -3.3 0.4


No. 8
13
Properties=species:S:1:pos:R:3:forces:R:3 method="wB97M-V/def2-TZVPD" energy_ha=-232.3269 de_lowest_kcal_mol=74.5 e_homo_ev=-10.0 multiplicity=1 smiles=CC[C@@H]1CO1 gap_ev=11.08 total_charge=0
C 1.259 -1.341 -0.154 3.1 -1.9 0.9
C 0.013 -1.052 0.721 0.5 0.2 -0.8
C -0.088 0.366 0.390 2.3 4.1 2.2
C -1.152 1.163 -0.019 -7.4 2.5 -1.2
O -0.180 1.022 -0.960 1.4 -2.0 -0.2
H 2.295 -1.050 0.322 -2.1 0.4 -0.6
H 1.180 -0.776 -1.164 0.1 -1.7 1.6
H 1.509 -2.465 -0.128 -0.9 1.4 -1.1
H -0.841 -1.649 0.291 0.7 0.5 1.1
H 0.138 -0.966 1.872 -0.2 -1.2 -2.0
H 0.679 0.996 1.004 -1.1 -1.3 -1.1
H -1.490 2.248 0.139 1.2 -1.4 0.8
H -2.218 0.672 -0.280 2.3 0.3 0.5


No. 9
18
Properties=species:S:1:pos:R:3:forces:R:3 method="wB97M-V/def2-TZVPD" energy_ha=-308.8964 de_lowest_kcal_mol=27.8 e_homo_ev=-12.5 multiplicity=1 gap_ev=8.70 total_charge=+1
Cs -2.982 2.303 2.489 0.0 0.2 0.1
C -0.893 -1.457 -0.191 1.9 -1.3 -0.7
C -0.596 -0.079 0.283 0.5 0.7 -1.0
C 0.381 0.736 -0.698 1.6 -1.5 0.7
O 1.612 0.044 -1.028 -0.1 -0.5 0.7
C 2.624 -0.026 0.000 -0.3 0.6 0.3
N -1.821 0.647 0.192 -2.0 2.4 -0.1
H 0.034 -2.031 -0.185 0.0 -0.4 0.5
H -1.083 -1.479 -1.264 -0.6 0.3 -0.1
H -1.675 -1.972 0.367 0.1 0.1 0.0
H -0.261 -0.040 1.319 0.3 -0.1 0.0
H 0.717 1.708 -0.337 -0.7 0.2 0.5
H -0.107 0.878 -1.662 -0.2 -0.1 0.1
H 3.116 0.931 0.172 -0.1 0.4 -0.3
H 3.436 -0.718 -0.222 -0.5 -0.2 -0.7
H 2.265 -0.310 0.990 -0.6 -0.3 0.0
H -2.656 0.206 0.550 0.3 -1.0 0.6
H -2.109 0.660 -0.776 0.3 0.4 -0.6


No. 10
57
Properties=species:S:1:pos:R:3:forces:R:3 method="wB97M-V/def2-TZVPD" energy_ha=-3055.0492 e_homo_ev=-7.4 multiplicity=1 gap_ev=5.13 total_charge=0
Cl 3.022 3.413 3.964 -0.2 -0.4 0.0
B 2.289 1.725 3.934 1.3 -0.3 0.0
Cl 2.792 0.750 2.411 -0.3 0.3 0.4
Cl 2.707 0.725 5.465 -0.3 0.3 -0.4
O 0.794 1.933 3.888 -1.8 -1.2 -0.1
C -0.051 0.979 3.930 0.9 1.4 0.5
C -1.460 1.246 3.975 -0.5 0.2 -0.2
C -2.347 0.149 3.960 0.2 0.2 0.0
C -3.720 0.345 3.963 -0.1 0.3 0.0
C -4.225 1.658 3.995 1.0 -0.3 -0.1
Cl -5.919 1.915 3.993 0.0 0.0 0.0
C -3.355 2.766 4.021 0.1 -0.2 0.0
C -1.981 2.565 4.013 -0.1 -0.3 -0.1
H 0.310 -0.049 4.026 0.1 0.1 -0.2
H -1.920 -0.853 3.946 -0.2 0.1 0.0
H -4.413 -0.492 3.941 0.2 0.2 0.0
H -3.769 3.772 4.045 0.1 -0.3 0.0
H -1.298 3.413 4.037 -0.2 -0.2 0.0
N -4.246 -4.790 1.017 1.2 1.5 -1.4
C -3.663 -4.044 0.327 -1.2 -1.5 1.4
C -2.948 -3.123 -0.504 0.2 0.3 -0.1
C -1.741 -3.507 -1.102 0.0 -0.1 -0.1
C -1.011 -2.602 -1.853 -0.1 0.5 0.1
C -1.434 -1.250 -1.968 -0.6 -0.8 0.4
C -0.613 -0.196 -2.516 1.4 0.2 -0.6
C 0.772 -0.118 -2.397 -1.8 -0.1 0.0
N 1.449 0.879 -3.013 0.2 0.1 -0.3
C 0.763 1.880 -3.812 0.0 0.1 -0.1
C 1.829 2.914 -4.202 -0.2 0.0 -0.1
C 3.144 2.468 -3.549 0.2 -0.1 0.0
C 2.842 1.191 -2.748 0.6 0.2 0.3
C 1.543 -1.046 -1.516 0.3 -0.1 0.1
C 1.165 -1.174 -0.174 0.1 0.0 0.0
C 1.843 -2.041 0.678 0.3 0.0 -0.2
C 2.945 -2.762 0.203 -0.2 0.1 0.0
C 3.340 -2.630 -1.133 0.0 0.0 0.1
C 2.643 -1.779 -1.990 -0.3 0.0 0.2
C -2.726 -0.924 -1.484 0.5 -0.1 0.1
C -3.441 -1.827 -0.715 -0.2 -0.1 -0.1
H -1.365 -4.522 -0.953 -0.2 0.3 -0.1
H -0.076 -2.910 -2.324 -0.3 0.1 0.2
H -1.137 0.570 -3.095 0.2 -0.2 0.3
H 0.301 1.425 -4.701 0.1 0.0 0.2
H -0.047 2.359 -3.238 0.1 -0.2 0.0
H 1.920 2.951 -5.290 0.0 0.1 0.2
H 1.526 3.903 -3.848 0.1 -0.1 -0.2
H 3.894 2.250 -4.314 0.0 0.1 0.1
H 3.545 3.240 -2.887 0.0 -0.1 -0.2
H 3.032 1.342 -1.671 -0.2 -0.1 -0.3
H 3.506 0.377 -3.071 -0.2 0.2 0.1
H 0.337 -0.573 0.206 0.2 -0.2 -0.2
H 1.524 -2.133 1.717 0.2 0.0 -0.3
H 3.494 -3.417 0.885 -0.2 0.2 -0.3
H 4.194 -3.195 -1.515 -0.3 0.2 0.2
H 2.941 -1.693 -3.037 -0.1 -0.1 0.3
H -3.110 0.084 -1.661 0.1 -0.3 0.2
H -4.390 -1.535 -0.260 0.2 -0.1 -0.2


No. 11
15
Properties=species:S:1:pos:R:3:forces:R:3 method="wB97M-V/def2-TZVPD" energy_ha=-287.7050 de_lowest_kcal_mol=80.0 e_homo_ev=-8.3 multiplicity=1 smiles="C=CC(=C)N.O" gap_ev=9.11 total_charge=0
C -1.753 0.751 -0.588 -0.1 0.1 -2.3
C -1.224 0.588 0.642 -0.6 -1.8 -3.7
C -0.637 -0.730 1.081 0.8 1.4 0.0
C -0.943 -1.188 2.265 -1.7 0.2 2.4
N 0.468 -1.231 0.369 0.7 -2.4 6.5
H -1.999 1.754 -1.027 0.1 -0.7 1.1
H -1.926 0.023 -1.498 0.6 0.7 2.5
H -1.151 1.486 1.176 0.3 0.7 1.3
H -1.698 -0.804 2.960 0.0 0.7 -0.9
H -0.469 -1.926 2.837 1.2 -1.6 -0.1
H 0.887 -2.144 0.864 -1.4 2.8 -2.3
H 0.417 -1.118 -0.551 0.1 0.0 -4.6
O 3.276 1.611 -3.139 -0.9 -0.8 -2.6
H 3.570 2.229 -2.513 0.6 0.4 1.8
H 3.181 0.696 -2.877 0.3 0.3 0.8


No. 12
9
Properties=species:S:1:pos:R:3:forces:R:3 method="wB97M-V/def2-TZVPD" energy_ha=-267.0459 de_lowest_kcal_mol=92.2 e_homo_ev=-9.9 multiplicity=1 gap_ev=10.52 total_charge=0
C 0.421 0.210 -0.901 -2.9 1.8 -2.1
C 1.380 -0.546 -0.470 -3.2 -0.1 3.9
C -0.461 0.217 0.339 0.0 -0.5 -1.2
O 0.316 -0.761 0.982 2.9 -0.7 -1.9
O -1.872 -0.015 0.330 1.3 -0.7 -0.1
H 0.213 0.737 -1.874 0.7 -0.5 1.1
H 2.404 -0.758 -0.542 0.9 -0.7 0.1
H -0.387 1.128 0.867 0.7 1.5 0.5
H -2.013 -0.212 1.271 -0.4 0.0 -0.3